Version P
{"formula": "C5H16NO3", "method": "ωB97M-V/def2-TZVPD", "total_charge": -1, "gap_ha": 0.278, "lumo_energy_ev": 3.8, "elements": ["C", "C", "C", "N", "C", "C", "O", "H", "H", "H", "H", "H", "H", "H", "H", "H", "H", "H", "H", "H", "H", "O", "H", "H", "O"], "coordinates": [[-1.51, -0.88, -0.39], [-1.95, 0.29, -1.30], [0.02, -1.14, -0.17], [1.04, -0.24, -0.72], [1.84, 0.44, 0.29], [1.20, 1.14, 1.53], [0.44, 0.28, 2.27], [-1.86, -1.76, -0.93], [-2.02, -0.83, 0.57], [-1.09, 0.80, -1.74], [-2.27, 1.12, -0.65], [-2.79, 0.08, -1.95], [0.04, -1.02, 0.91], [0.19, -2.18, -0.41], [0.57, 0.33, -1.41], [2.62, -0.24, 0.65], [2.41, 1.18, -0.30], [0.67, 1.98, 1.03], [2.03, 1.65, 2.06], [0.66, -2.53, -2.27], [1.75, -1.55, -2.00], [1.50, -2.26, -2.64], [-1.20, 2.57, 2.58], [-0.70, 1.07, 2.53], [-1.59, 1.70, 2.46]], "nbo_charge": [-0.40, -0.63, -0.28, -0.67, -0.22, -0.05, -0.91, 0.17, 0.22, 0.19, 0.23, 0.20, 0.29, 0.14, 0.36, 0.16, 0.16, 0.10, 0.11, 0.46, 0.50, -0.98, 0.43, 0.50, -1.06]}

Version Q
{"formula": "C5H16NO3", "method": "ωB97M-V/def2-TZVPD", "total_charge": -1, "gap_ha": 0.296, "lumo_energy_ev": 3.8, "elements": ["C", "O", "C", "C", "C", "C", "N", "H", "H", "H", "H", "H", "H", "H", "H", "H", "H", "H", "H", "H", "H", "O", "H", "H", "O"], "coordinates": [[1.52, 0.84, -0.08], [1.84, 0.95, -1.42], [-0.01, 0.79, 0.18], [-0.29, 0.35, 1.60], [-1.79, 0.23, 1.90], [-2.33, -1.13, 1.47], [-0.60, 2.11, -0.10], [1.90, 1.72, 0.47], [2.00, -0.05, 0.38], [-0.40, 0.09, -0.52], [0.26, 0.95, 2.34], [0.14, -0.64, 1.74], [-2.30, 1.00, 1.32], [-2.12, 0.47, 2.92], [-2.28, -1.27, 0.40], [-3.36, -1.26, 1.82], [-1.76, -1.90, 2.01], [-0.43, 2.74, 0.68], [-0.11, 2.49, -0.90], [0.62, -2.20, -1.45], [1.49, -2.18, -0.22], [0.78, -2.70, -0.62], [1.36, 0.02, -2.03], [0.14, -0.49, -3.16], [0.81, -0.91, -2.61]], "nbo_charge": [-0.04, -0.86, -0.10, -0.41, -0.41, -0.60, -0.86, 0.12, 0.11, 0.21, 0.19, 0.21, 0.21, 0.18, 0.22, 0.18, 0.20, 0.33, 0.37, 0.52, 0.45, -1.01, 0.49, 0.44, -1.15]}

Which one sits at the bottom of the stability order? version P does.

Version P
{"formula": "C2HClNO2", "method": "ωB97M-V/def2-TZVPD", "total_charge": -1, "gap_ha": 0.357, "lumo_energy_ev": 4.0, "elements": ["C", "C", "N", "O", "O", "Cl", "H"], "coordinates": [[1.28, 1.58, -1.92], [-0.67, -1.16, 0.51], [0.77, 1.20, -0.94], [-1.80, -1.10, 0.16], [0.33, -1.75, 0.48], [-0.39, 0.52, 1.78], [0.48, 0.71, -0.08]], "nbo_charge": [0.19, 0.93, -0.71, -0.63, -0.63, -0.59, 0.45]}

Version Q
{"formula": "C2HClNO2", "method": "ωB97M-V/def2-TZVPD", "total_charge": -1, "gap_ha": 0.347, "lumo_energy_ev": 4.1, "elements": ["C", "C", "N", "O", "O", "Cl", "H"], "coordinates": [[0.77, -0.33, -1.49], [0.23, 0.21, 1.11], [-0.27, 0.16, -1.58], [1.44, 0.22, 1.12], [-0.71, 0.96, 1.37], [-0.42, -1.68, 0.58], [-1.04, 0.46, -1.10]], "nbo_charge": [0.30, 0.89, -0.77, -0.65, -0.70, -0.51, 0.43]}

Which one sits at the bottom of the stability order? version Q does.

Version P
{"formula": "C22H15ClN8O4RuS", "method": "ωB97M-V/def2-TZVPD", "total_charge": -1, "multiplicity": 2, "gap_ha": [0.268, 0.266], "s_squared": 0.75, "lumo_energy_ev": [1.7, 1.6], "elements": ["Ru", "O", "C", "O", "C", "C", "C", "C", "C", "C", "C", "C", "C", "N", "H", "H", "H", "H", "H", "H", "N", "C", "C", "C", "C", "C", "C", "S", "O", "O", "N", "C", "N", "C", "C", "C", "N", "H", "H", "H", "H", "H", "H", "H", "H", "H", "Cl", "N", "C", "N", "C", "N"], "coordinates": [[0.29, -1.46, 0.88], [0.15, -5.44, 0.51], [-0.05, -4.24, 0.54], [0.79, -3.35, 0.99], [-1.35, -3.66, 0.01], [-2.34, -4.51, -0.51], [-3.49, -3.95, -0.98], [-3.68, -2.55, -0.89], [-4.87, -1.92, -1.31], [-5.03, -0.57, -1.15], [-4.01, 0.19, -0.53], [-2.85, -0.39, -0.12], [-2.65, -1.77, -0.32], [-1.47, -2.35, 0.07], [-2.14, -5.57, -0.52], [-4.28, -4.56, -1.40], [-5.65, -2.52, -1.76], [-5.94, -0.09, -1.47], [-4.15, 1.25, -0.37], [-2.09, 0.18, 0.40], [4.57, 5.25, 0.69], [3.44, 4.47, 0.44], [2.94, 3.62, 1.44], [1.81, 2.87, 1.20], [1.16, 2.96, -0.03], [1.65, 3.78, -1.02], [2.79, 4.54, -0.79], [-0.25, 1.95, -0.30], [-0.78, 2.28, -1.60], [-1.12, 2.06, 0.84], [0.33, 0.44, -0.25], [1.13, -0.07, -1.20], [1.31, -1.38, -0.91], [2.12, -2.13, -1.63], [2.75, -1.56, -2.74], [2.50, -0.22, -2.97], [1.71, 0.55, -2.23], [5.17, 4.90, 1.42], [5.07, 5.56, -0.12], [3.45, 3.55, 2.39], [1.44, 2.19, 1.96], [1.15, 3.81, -1.98], [3.18, 5.19, -1.56], [2.26, -3.15, -1.32], [3.41, -2.14, -3.36], [2.98, 0.28, -3.81], [2.26, -0.69, 1.90], [-0.74, -1.20, 2.58], [-0.92, -0.75, 3.65], [-1.31, -0.32, 4.77], [-0.59, 0.13, 5.77], [-0.05, 0.53, 6.71]], "nbo_charge": [1.00, -0.61, 0.75, -0.62, 0.13, -0.23, -0.13, -0.08, -0.20, -0.20, -0.20, -0.13, 0.15, -0.37, 0.25, 0.21, 0.21, 0.21, 0.23, 0.25, -0.80, 0.18, -0.26, -0.15, -0.33, -0.16, -0.29, 2.34, -0.95, -0.95, -0.90, 0.59, -0.45, 0.13, -0.37, 0.11, -0.48, 0.38, 0.37, 0.21, 0.26, 0.24, 0.20, 0.23, 0.22, 0.19, -0.53, -0.58, 0.67, -0.67, 0.45, -0.48]}

Version Q
{"formula": "C22H15ClN8O4RuS", "method": "ωB97M-V/def2-TZVPD", "total_charge": -1, "multiplicity": 2, "gap_ha": [0.268, 0.260], "s_squared": 0.76, "lumo_energy_ev": [1.6, 1.5], "elements": ["Ru", "O", "C", "O", "C", "C", "C", "C", "C", "C", "C", "C", "C", "N", "H", "H", "H", "H", "H", "H", "N", "C", "C", "C", "C", "C", "C", "S", "O", "O", "N", "C", "N", "C", "C", "C", "N", "H", "H", "H", "H", "H", "H", "H", "H", "H", "Cl", "N", "C", "N", "C", "N"], "coordinates": [[0.09, 0.58, 2.04], [-2.24, -1.75, 4.52], [-1.67, -0.89, 3.86], [-0.40, -0.79, 3.69], [-2.52, 0.15, 3.16], [-3.85, 0.33, 3.52], [-4.59, 1.31, 2.93], [-4.01, 2.08, 1.91], [-4.72, 3.07, 1.21], [-4.15, 3.75, 0.16], [-2.82, 3.48, -0.20], [-2.08, 2.54, 0.49], [-2.65, 1.82, 1.55], [-1.92, 0.87, 2.22], [-4.25, -0.32, 4.29], [-5.62, 1.49, 3.21], [-5.74, 3.28, 1.51], [-4.72, 4.49, -0.38], [-2.35, 3.99, -1.02], [-1.06, 2.35, 0.19], [5.43, -1.52, -3.84], [4.28, -0.93, -3.33], [4.31, -0.30, -2.08], [3.18, 0.33, -1.60], [2.01, 0.32, -2.34], [1.96, -0.30, -3.58], [3.09, -0.92, -4.07], [0.59, 1.16, -1.71], [-0.50, 1.03, -2.64], [0.99, 2.49, -1.34], [0.26, 0.39, -0.30], [-0.11, -0.89, -0.30], [-0.50, -1.30, 0.93], [-0.95, -2.53, 1.10], [-1.01, -3.41, 0.03], [-0.54, -2.93, -1.19], [-0.09, -1.70, -1.37], [6.10, -1.81, -3.14], [5.28, -2.21, -4.56], [5.21, -0.34, -1.49], [3.19, 0.82, -0.63], [1.03, -0.30, -4.13], [3.07, -1.41, -5.04], [-1.26, -2.81, 2.10], [-1.39, -4.41, 0.15], [-0.51, -3.58, -2.06], [0.59, 2.68, 2.73], [1.97, -0.02, 1.93], [2.71, -0.88, 1.59], [3.51, -1.79, 1.32], [4.31, -2.19, 0.38], [5.06, -2.61, -0.41]], "nbo_charge": [1.05, -0.65, 0.73, -0.64, 0.14, -0.23, -0.12, -0.09, -0.20, -0.20, -0.21, -0.12, 0.15, -0.38, 0.25, 0.21, 0.21, 0.21, 0.23, 0.25, -0.80, 0.19, -0.24, -0.17, -0.40, -0.10, -0.30, 2.34, -0.96, -0.95, -0.89, 0.58, -0.50, 0.12, -0.37, 0.12, -0.49, 0.39, 0.37, 0.23, 0.24, 0.23, 0.20, 0.23, 0.22, 0.19, -0.39, -0.57, 0.63, -0.68, 0.48, -0.53]}

Version R
{"formula": "C22H15ClN8O4RuS", "method": "ωB97M-V/def2-TZVPD", "total_charge": -1, "multiplicity": 2, "gap_ha": [0.291, 0.281], "s_squared": 0.75, "lumo_energy_ev": [1.9, 1.7], "elements": ["Ru", "O", "C", "O", "C", "C", "C", "C", "C", "C", "C", "C", "C", "N", "H", "H", "H", "H", "H", "H", "N", "C", "C", "C", "C", "C", "C", "S", "O", "O", "N", "C", "N", "C", "C", "C", "N", "H", "H", "H", "H", "H", "H", "H", "H", "H", "Cl", "N", "C", "N", "C", "N"], "coordinates": [[-0.05, 0.55, 1.97], [1.28, 0.08, 5.73], [1.10, 0.17, 4.54], [-0.05, 0.12, 3.93], [2.29, 0.24, 3.60], [3.59, 0.20, 4.12], [4.64, 0.16, 3.26], [4.40, 0.11, 1.87], [5.43, 0.00, 0.91], [5.13, -0.08, -0.42], [3.79, -0.05, -0.85], [2.77, 0.05, 0.05], [3.05, 0.15, 1.42], [2.03, 0.26, 2.31], [3.69, 0.21, 5.20], [5.67, 0.15, 3.61], [6.46, -0.02, 1.25], [5.92, -0.15, -1.16], [3.56, -0.11, -1.91], [1.74, 0.09, -0.27], [-3.08, -1.80, -5.33], [-2.47, -0.94, -4.41], [-2.63, 0.44, -4.51], [-2.01, 1.29, -3.61], [-1.21, 0.76, -2.61], [-1.03, -0.61, -2.51], [-1.66, -1.46, -3.40], [-0.41, 1.82, -1.44], [1.01, 1.71, -1.62], [-1.02, 3.12, -1.53], [-0.76, 1.08, -0.03], [-2.05, 1.16, 0.42], [-2.04, 0.86, 1.74], [-3.17, 0.86, 2.43], [-4.36, 1.16, 1.77], [-4.27, 1.44, 0.42], [-3.14, 1.45, -0.28], [-3.92, -1.42, -5.75], [-3.23, -2.73, -4.98], [-3.26, 0.85, -5.29], [-2.16, 2.36, -3.65], [-0.43, -1.02, -1.71], [-1.54, -2.53, -3.30], [-3.09, 0.62, 3.48], [-5.30, 1.17, 2.30], [-5.17, 1.67, -0.14], [0.26, 2.80, 2.48], [-0.22, -1.38, 1.36], [-0.33, -2.49, 1.01], [-0.36, -3.72, 0.66], [-1.29, -4.11, -0.20], [-2.06, -4.53, -0.95]], "nbo_charge": [0.96, -0.62, 0.76, -0.64, 0.15, -0.23, -0.13, -0.11, -0.19, -0.21, -0.18, -0.19, 0.24, -0.39, 0.25, 0.21, 0.21, 0.21, 0.22, 0.25, -0.80, 0.16, -0.28, -0.14, -0.38, -0.17, -0.21, 2.36, -0.96, -0.94, -0.88, 0.59, -0.43, 0.13, -0.36, 0.11, -0.47, 0.37, 0.38, 0.20, 0.24, 0.23, 0.22, 0.22, 0.22, 0.19, -0.47, -0.57, 0.62, -0.68, 0.44, -0.50]}

Which one sits at the bottom of the stability order? version Q does.